Record 1
Here is a 3-piece molecular cluster, C31H53F2N6O9P2S overall at a distorted geometry from the OMol25 dataset. Energies are from wB97M-V/def2-TZVPD.

* DFT total energy: -95210.49801 eV
* frontier orbital gap: 5.75 eV
* F_max: 2.66 eV/A
* net charge: +1
* HOMO level: -9.52 eV

The geometry in XYZ format:
```
104
C31H53F2N6O9P2S, DFT wB97M-V/def2-TZVPD
C -0.86 4.36 2.97
C 0.41 3.53 2.79
P 0.34 1.95 1.89
C 1.25 0.54 2.60
C 2.73 0.35 2.18
C -0.59 1.67 0.29
C 0.47 1.03 -0.61
O -0.09 0.33 -1.70
C 0.88 0.11 -2.71
C -1.86 0.78 0.54
C -2.46 0.86 1.97
C -2.03 -0.16 3.00
O -1.56 0.20 4.06
C -1.88 -0.68 0.06
C -0.75 -1.64 0.40
C -0.73 -2.71 -0.69
O 0.41 -3.55 -0.62
C 1.48 -3.05 -1.31
C 2.69 -2.74 -0.49
O 1.45 -2.87 -2.50
N -2.96 1.41 -0.35
C -3.29 2.64 -0.01
N -4.48 3.08 0.34
P -5.95 2.04 0.36
S -6.99 2.30 -1.22
C -4.70 4.49 0.71
O -5.18 5.24 -0.11
N -4.34 4.92 2.02
C -4.79 4.09 3.07
O -4.87 2.89 3.08
F -5.18 4.82 4.09
N -2.25 3.59 -0.03
O -2.61 4.54 -1.02
C -0.95 2.98 -0.44
F -1.11 2.71 -1.77
C 0.14 4.06 -0.34
C 0.58 4.63 -1.68
O 1.43 3.73 -2.39
C 2.76 4.00 -2.24
C 3.54 4.11 -3.52
O 3.28 4.13 -1.15
H -0.85 5.28 2.41
H -0.95 4.66 4.01
H -1.78 3.83 2.72
H 0.80 3.31 3.78
H 1.16 4.18 2.35
H 1.26 0.74 3.66
H 0.73 -0.40 2.52
H 3.38 0.58 3.02
H 3.00 0.98 1.35
H 2.91 -0.68 1.92
H 1.14 1.80 -0.99
H 1.13 0.36 -0.06
H 1.76 -0.37 -2.30
H 1.15 1.06 -3.16
H 0.43 -0.54 -3.44
H -2.37 1.83 2.44
H -3.53 0.68 1.84
H -2.20 -1.23 2.85
H -2.81 -1.11 0.42
H -1.98 -0.66 -1.01
H 0.25 -1.23 0.47
H -0.93 -2.17 1.32
H -0.75 -2.20 -1.65
H -1.64 -3.29 -0.65
H 3.52 -3.28 -0.92
H 2.91 -1.68 -0.53
H 2.59 -3.05 0.53
H -3.73 0.78 -0.52
H -5.50 0.73 0.57
H -6.64 2.40 1.52
H -3.35 5.15 2.09
H -2.64 5.39 -0.55
H -0.26 4.89 0.21
H 1.04 3.69 0.14
H -0.24 4.96 -2.29
H 1.17 5.51 -1.42
H 4.00 5.08 -3.60
H 2.88 3.93 -4.37
H 4.28 3.32 -3.51
C 6.62 -4.96 1.04
C 6.65 -4.89 2.56
C 5.25 -4.80 3.18
C 4.55 -3.60 2.72
N 4.02 -2.65 2.37
H 6.19 -4.06 0.61
H 7.63 -5.06 0.65
H 6.04 -5.82 0.70
H 7.24 -4.03 2.88
H 7.14 -5.78 2.96
H 5.31 -4.77 4.27
H 4.65 -5.67 2.90
C -1.16 -6.21 -5.17
C -1.11 -6.15 -3.65
C -2.50 -6.18 -3.00
C -3.29 -5.03 -3.44
N -3.89 -4.11 -3.77
H -1.69 -5.34 -5.58
H -0.16 -6.21 -5.59
H -1.67 -7.11 -5.51
H -0.59 -5.24 -3.34
H -0.53 -7.00 -3.28
H -2.41 -6.16 -1.91
H -3.03 -7.10 -3.27
```

Record 2
Here is C31H54F27HfN6O15PS7 as an isolated structure at a distorted geometry from the OMol25 dataset. Energies are from wB97M-V/def2-TZVPD.

* DFT total energy: -232450.06559 eV
* frontier orbital gap: 1.21 eV
* F_max: 5.29 eV/A
* net charge: +2
* HOMO level: -11.60 eV

The geometry in XYZ format:
```
142
C31H54F27HfN6O15PS7, DFT wB97M-V/def2-TZVPD
Hf -19.24 9.13 4.23
C -21.06 8.60 10.68
F -21.73 7.52 11.18
F -21.88 9.59 10.57
F -19.94 8.87 11.40
S -20.50 7.93 8.96
O -19.27 8.62 8.54
O -20.42 6.47 8.96
O -21.31 8.43 7.85
P -20.38 14.15 7.38
F -18.97 14.94 6.98
F -20.76 15.35 8.45
F -21.17 15.02 6.24
F -21.82 13.50 7.63
F -20.09 13.05 6.32
F -19.66 13.18 8.40
C -16.01 -1.14 9.11
C -17.43 -1.48 9.58
C -17.80 -0.70 10.97
N -19.17 -1.02 11.36
C -19.53 -2.51 11.59
C -19.41 -0.21 12.70
C -20.82 0.24 12.72
C -21.24 0.51 11.21
C -20.28 -0.43 10.40
H -15.81 -1.63 8.15
H -15.17 -1.42 9.75
H -15.78 -0.08 9.07
H -17.36 -2.54 9.84
H -18.19 -1.32 8.81
H -17.61 0.35 10.78
H -17.19 -0.89 11.86
H -18.91 -2.89 12.40
H -19.46 -3.10 10.68
H -20.56 -2.48 11.95
H -19.25 -0.88 13.54
H -18.80 0.67 12.88
H -21.44 -0.53 13.18
H -21.00 1.09 13.38
H -22.29 0.38 10.96
H -21.07 1.57 11.04
H -20.70 -1.32 9.94
H -19.78 0.13 9.60
C -27.00 12.18 17.96
C -26.22 11.03 17.38
C -26.51 9.76 18.14
N -25.63 8.61 17.61
C -24.19 8.86 18.10
C -25.67 8.37 16.12
C -25.43 6.82 16.02
C -26.18 6.18 17.18
C -26.11 7.25 18.25
H -28.08 12.21 17.81
H -26.56 13.10 17.60
H -26.84 12.26 19.04
H -25.15 11.24 17.47
H -26.36 10.97 16.30
H -27.56 9.45 18.10
H -26.16 9.85 19.17
H -23.81 9.63 17.43
H -23.57 7.98 17.95
H -24.11 9.18 19.14
H -25.02 9.07 15.61
H -26.74 8.51 15.96
H -24.37 6.56 16.06
H -25.83 6.30 15.15
H -25.74 5.30 17.64
H -27.18 5.89 16.83
H -25.47 7.00 19.10
H -27.13 7.38 18.62
C -15.53 11.28 16.02
C -14.03 11.44 15.99
C -13.45 12.77 16.44
N -11.94 12.76 16.58
C -11.21 12.17 15.37
C -11.49 12.13 17.92
C -11.73 13.22 19.03
C -11.72 14.63 18.33
C -11.42 14.21 16.88
H -16.05 11.96 15.34
H -15.85 11.42 17.05
H -15.81 10.28 15.69
H -13.76 11.33 14.94
H -13.54 10.60 16.50
H -13.81 13.01 17.44
H -13.74 13.56 15.74
H -11.47 11.14 15.09
H -10.15 12.18 15.59
H -11.51 12.78 14.51
H -10.42 11.97 17.84
H -12.10 11.23 17.94
H -10.92 13.28 19.75
H -12.67 12.99 19.52
H -11.11 15.42 18.77
H -12.72 15.06 18.39
H -10.33 14.17 16.88
H -11.82 14.98 16.21
C -21.37 5.99 -0.83
F -21.11 7.27 -1.25
F -22.67 5.72 -0.65
F -20.94 5.08 -1.72
S -20.50 5.70 0.78
O -20.01 4.33 0.83
O -19.51 6.76 1.00
N -21.47 6.34 2.18
S -22.60 5.16 2.43
O -22.81 4.22 1.34
O -22.42 4.50 3.71
C -24.26 6.08 2.54
F -25.23 5.29 2.95
F -24.05 7.16 3.33
F -24.53 6.54 1.25
C -17.13 19.16 13.61
F -17.63 19.36 14.87
F -17.37 20.31 12.92
F -15.79 18.93 13.65
S -18.08 17.71 12.66
O -18.52 18.26 11.39
O -17.30 16.49 12.69
N -19.68 17.53 13.29
S -19.42 16.87 14.76
O -18.09 16.43 15.22
O -20.06 17.77 15.71
C -20.63 15.30 14.64
F -20.33 14.64 13.52
F -20.39 14.69 15.72
F -21.83 15.73 14.56
C -13.96 8.53 7.75
F -12.72 9.02 7.91
F -13.91 7.25 8.00
F -14.80 8.97 8.63
S -14.56 8.95 5.92
O -15.59 9.97 5.94
O -13.40 9.28 5.14
N -15.58 7.66 5.33
S -14.47 6.51 4.92
O -14.50 6.16 3.52
O -13.14 6.62 5.46
C -15.19 4.91 5.64
F -14.34 3.91 5.47
F -15.30 4.99 7.01
F -16.35 4.67 5.08
```

Record 3
Here is C31H55As2BrN3O2S2Si3Ti as an isolated structure from the OMol25 dataset. Energies are from wB97M-V/def2-TZVPD.

* DFT total energy: -301743.35536 eV
* frontier orbital gap: 7.00 eV
* F_max: 0.72 eV/A
* net charge: +1
* HOMO level: -10.11 eV

The geometry in XYZ format:
```
100
C31H55As2BrN3O2S2Si3Ti, DFT wB97M-V/def2-TZVPD
Ti 0.13 0.56 -0.17
Br -4.30 -2.11 3.64
C -3.13 -1.02 4.66
C -1.79 -1.36 4.75
C -0.93 -0.55 5.46
C -1.41 0.60 6.08
C -2.77 0.89 6.05
C -3.64 0.08 5.33
N -0.57 1.51 6.82
N 0.44 2.01 6.32
C 0.77 1.71 4.95
C 1.97 1.11 4.68
C 2.31 0.67 3.38
C 1.42 0.84 2.35
O 1.59 0.44 1.10
C 0.23 1.57 2.61
N -0.56 1.77 1.52
C -1.64 2.53 1.64
C -2.00 3.11 2.86
C -1.26 2.85 3.98
C -0.10 2.05 3.88
H -1.42 -2.26 4.26
H 0.12 -0.82 5.54
H -3.14 1.75 6.60
H -4.69 0.31 5.29
H 2.65 0.91 5.50
H 3.24 0.15 3.21
H -2.23 2.67 0.75
H -2.88 3.75 2.90
H -1.53 3.28 4.93
C 2.70 2.08 -5.22
Si 1.26 1.73 -4.09
C 0.13 0.49 -4.92
C 0.36 3.31 -3.66
As 1.97 0.81 -2.03
Si 3.35 2.46 -1.00
C 2.17 3.59 -0.09
C 4.52 1.61 0.17
C 4.31 3.42 -2.28
Si 3.17 -1.22 -2.35
C 3.46 -1.93 -0.65
C 2.09 -2.32 -3.39
C 4.77 -0.80 -3.22
H 2.32 2.46 -6.17
H 3.27 1.17 -5.44
H 3.39 2.82 -4.81
H -0.49 0.98 -5.67
H -0.53 -0.03 -4.21
H 0.71 -0.28 -5.43
H -0.12 3.72 -4.55
H 1.06 4.07 -3.29
H -0.40 3.15 -2.89
H 1.91 3.18 0.89
H 1.24 3.77 -0.65
H 2.64 4.57 0.07
H 4.00 0.87 0.78
H 4.97 2.35 0.84
H 5.34 1.11 -0.36
H 3.66 4.04 -2.91
H 4.89 2.77 -2.94
H 5.01 4.09 -1.77
H 2.55 -1.91 -0.06
H 4.25 -1.40 -0.11
H 3.77 -2.98 -0.76
H 1.12 -2.49 -2.91
H 2.58 -3.29 -3.51
H 1.92 -1.90 -4.38
H 5.32 0.00 -2.72
H 4.60 -0.50 -4.26
H 5.42 -1.68 -3.23
C -1.38 -6.18 2.69
As -1.46 -5.23 0.98
C -1.11 -6.78 -0.17
C -3.41 -5.25 0.80
S -0.40 -1.44 -0.30
H -1.95 -7.10 2.65
H -1.78 -5.54 3.48
H -0.34 -6.42 2.93
H -1.76 -7.61 0.09
H -0.07 -7.09 -0.06
H -1.27 -6.51 -1.21
H -3.81 -6.24 1.01
H -3.69 -4.96 -0.21
H -3.85 -4.53 1.50
C -4.03 0.82 -4.17
C -3.28 1.50 -3.04
S -2.28 0.32 -2.12
O -1.44 1.30 -1.24
C -3.55 -0.42 -1.07
C -3.92 0.40 0.15
H -4.55 1.58 -4.77
H -4.78 0.12 -3.82
H -3.35 0.29 -4.83
H -3.93 2.03 -2.34
H -2.55 2.21 -3.42
H -3.16 -1.39 -0.79
H -4.40 -0.56 -1.75
H -3.10 0.41 0.86
H -4.77 -0.07 0.64
H -4.20 1.43 -0.11
```

Record 4
Here is C31H55Cl3FLiN5O10PS as an isolated structure at a distorted geometry from the OMol25 dataset. Energies are from wB97M-V/def2-TZVPD.

* DFT total energy: -121566.40104 eV
* frontier orbital gap: 1.21 eV
* F_max: 3.08 eV/A
* HOMO level: -4.25 eV

The geometry in XYZ format:
```
108
C31H55Cl3FLiN5O10PS, DFT wB97M-V/def2-TZVPD
N -5.14 4.12 5.04
C -4.42 2.98 5.64
C -5.32 1.72 5.99
O -6.66 1.77 5.51
C -4.65 0.35 5.53
C -4.51 0.23 3.99
C -5.11 1.08 2.99
N -4.74 0.54 1.74
P -5.32 1.29 0.23
S -4.21 2.76 -0.38
C -3.93 -0.55 1.90
C -3.37 -1.31 0.66
C -2.40 -2.50 1.04
C -1.24 -2.04 2.02
Cl 0.42 -2.24 1.28
N -3.78 -0.74 3.25
H -4.44 4.59 4.44
H -5.86 3.83 4.37
H -3.99 3.35 6.62
H -3.53 2.63 5.03
H -5.38 1.64 7.13
H -7.12 2.54 5.89
H -5.39 -0.44 5.86
H -3.70 0.15 6.10
H -5.75 1.98 3.08
H -5.38 0.21 -0.72
H -6.67 1.77 0.51
H -4.20 -1.69 0.00
H -2.77 -0.60 0.02
H -1.89 -2.80 0.08
H -2.96 -3.40 1.43
H -1.31 -0.96 2.31
H -1.30 -2.67 2.96
H -3.23 -1.51 3.64
C 3.50 -0.81 0.01
N 4.70 0.06 0.13
O 5.33 0.02 1.17
O 4.98 0.75 -0.84
H 3.38 -1.37 0.93
H 2.65 -0.16 -0.17
H 3.66 -1.49 -0.84
N -1.91 2.52 8.95
C -2.08 1.20 8.62
C -0.84 0.68 8.32
C 0.11 1.72 8.49
C -0.58 2.84 8.88
H -2.65 3.15 9.21
H -3.06 0.75 8.62
H -0.65 -0.34 8.02
H 1.17 1.65 8.34
H -0.24 3.83 9.11
C 5.39 -2.68 -3.66
C 4.46 -3.44 -2.69
O 3.30 -2.75 -2.60
H 5.61 -1.67 -3.31
H 6.35 -3.21 -3.76
H 4.96 -2.61 -4.66
H 5.06 -3.56 -1.75
H 4.43 -4.47 -3.07
C -4.98 4.03 11.06
Cl -4.26 5.35 10.12
Cl -5.63 2.78 9.99
H -4.22 3.59 11.69
H -5.78 4.43 11.67
C 3.07 -6.96 -5.82
C 4.47 -6.40 -5.83
O 5.12 -6.29 -4.82
C 5.02 -5.97 -7.17
H 2.80 -7.23 -4.79
H 2.36 -6.21 -6.18
H 3.02 -7.86 -6.44
H 4.40 -5.18 -7.59
H 5.06 -6.82 -7.85
H 6.03 -5.58 -7.03
O 7.01 2.48 -2.41
H 6.69 3.35 -2.67
H 6.23 2.05 -2.04
C -8.92 1.02 -0.55
O -8.27 2.14 -0.90
H -9.48 0.49 -1.35
H -8.31 0.18 -0.12
H -9.71 1.12 0.23
F 6.75 5.62 -2.57
C 5.86 6.05 -1.65
C 5.88 5.49 -0.38
C 4.97 5.94 0.57
C 4.05 6.93 0.24
C 4.04 7.48 -1.04
C 4.95 7.04 -1.99
H 6.60 4.72 -0.14
H 4.98 5.52 1.57
H 3.34 7.28 0.99
H 3.32 8.25 -1.29
H 4.96 7.46 -2.99
C 3.10 -3.65 -10.93
C 2.04 -4.72 -11.07
C 0.68 -4.29 -10.59
O 0.09 -5.52 -10.19
C 1.11 -6.35 -9.83
O 0.98 -7.38 -9.26
O 2.31 -5.84 -10.22
H 2.78 -2.71 -11.37
H 3.36 -3.49 -9.88
H 4.02 -3.97 -11.43
H 1.99 -5.08 -12.10
H 0.09 -3.82 -11.38
H 0.72 -3.62 -9.72
Li 7.51 7.46 -1.16
```